A cluster of 2 separate species, C4H5NO in total in a non-equilibrium geometry, computed with ωB97M-V/def2-TZVPD.

## Properties
LUMO level (alpha / beta) = -0.3 / -0.3 eV
E = -7761.0913 eV
HOMO-LUMO gap (alpha / beta) = 8.38 / 8.37 eV
molecular weight = 83.09 g/mol

XYZ file:
```
11
Properties=species:S:1:pos:R:3:forces:R:3
C -0.171364 0.843094 0.134731 0.014 -1.051 -0.883
C -0.300356 1.851040 0.922309 0.206 -0.939 -1.005
C -0.038413 -0.269475 -0.474882 -0.929 -1.844 3.714
C 0.458701 -1.116757 -1.547487 -1.521 -0.958 2.659
N -0.284535 2.948963 1.383888 0.190 2.122 3.262
O -0.620678 -1.839803 0.644715 1.691 2.375 1.216
H -0.296417 -1.023493 -2.257115 -0.801 -0.070 -2.128
H 1.393268 -0.718522 -1.754644 1.875 0.180 -1.166
H 0.380303 -2.135643 -1.064311 0.683 0.955 -1.000
H -0.321776 3.167706 2.437860 -0.273 -0.625 -2.264
H -0.198734 -1.707111 1.574937 -1.135 -0.147 -2.405
```
Forces are in eV/Å.